# 1
10
Properties=species:S:1:pos:R:3 method="wB97M-V/def2-TZVPD" lumo_energy_ev=0.22 relative_energy_ev=5.376 homo_energy_ha=-0.3383 largest_force_ev_per_a=7.94 orbital_gap_ev=9.4
C 0.75695 -0.50755 0.20724
H -1.95319 -0.20032 -1.08315
H 0.89437 -0.64319 -1.91344
H -1.28500 0.69362 0.64658
H 0.35235 -1.03056 2.66172
N 0.57553 0.24829 -1.03214
N -0.30692 -0.05387 0.94100
O 1.47910 -1.39307 0.65059
O -0.20729 -0.01996 2.34098
S -0.91281 0.88556 -1.55310

# 2
56
Properties=species:S:1:pos:R:3 method="wB97M-V/def2-TZVPD" lumo_energy_ev="-0.62 / -0.66" homo_energy_ha="-0.3054 / -0.3173" spin_multiplicity=4 largest_force_ev_per_a=1.99 orbital_gap_ev="7.7 / 8.0"
V -0.02374 -1.15421 1.27384
O 4.94123 -1.60348 4.45187
C 5.26040 -1.05005 3.29252
O 6.37962 -0.74208 3.02709
C 4.11505 -0.92420 2.32087
C 4.36648 -0.62880 1.00864
Cl 5.83388 -0.29975 0.34450
N 3.18136 -0.63001 0.33433
N 2.18902 -1.02577 1.11460
C 2.72183 -1.13258 2.35317
C 1.80381 -1.45775 3.46887
O 2.30245 -1.54890 4.60529
O 0.56076 -1.51901 3.17559
C 3.05092 -0.43208 -1.08603
C 2.61079 -1.42533 -1.95838
C 2.85656 -1.25821 -3.30539
C 3.48917 -0.09675 -3.75099
C 3.84681 0.90323 -2.88651
C 3.60717 0.75024 -1.54108
H 3.93546 -1.63534 4.55064
H 2.20228 -2.36461 -1.58115
H 2.63058 -2.05670 -4.03562
H 3.77981 -0.06216 -4.82548
H 4.32672 1.80440 -3.24348
H 3.88521 1.51879 -0.87982
O -3.90282 -1.91803 1.47023
S -2.86490 -1.86632 0.46055
O -1.92494 -2.96497 0.38503
N -1.89709 -0.60919 0.53755
C -2.31353 0.73062 0.63800
C -3.56047 1.19110 0.32135
C -3.81926 2.56823 0.45056
C -2.86216 3.46557 0.82930
C -1.57354 2.95352 1.15800
C -0.52349 3.78924 1.53347
C 0.70223 3.26784 1.89026
C 0.87172 1.86065 1.88280
N -0.07331 1.04691 1.47321
C -1.31197 1.58519 1.10199
C -3.76178 -1.60822 -1.08114
C -5.14636 -1.49310 -1.12184
C -5.72121 -1.19744 -2.36009
C -4.97328 -1.10949 -3.54478
C -3.61742 -1.37516 -3.48284
C -3.04021 -1.58698 -2.23452
H -4.31767 0.47245 -0.00032
H -4.80170 2.98313 0.32900
H -3.06600 4.53905 0.84313
H -0.73250 4.82344 1.60074
H 1.46390 3.96139 2.24461
H 1.76715 1.36077 2.21592
H -5.68578 -1.61233 -0.19476
H -6.78925 -1.10891 -2.48466
H -5.44045 -0.89243 -4.51832
H -2.94192 -1.38621 -4.35975
H -1.99559 -1.79923 -2.21063

# 3
13
Properties=species:S:1:pos:R:3 method="wB97M-V/def2-TZVPD" lumo_energy_ev=6.20 relative_energy_ev=0.450 homo_energy_ha=0.0223 charge=-2 largest_force_ev_per_a=2.04 orbital_gap_ev=5.6
O 2.21728 0.38631 1.13211
C 1.36951 0.68281 0.27123
O 1.45199 1.62050 -0.58769
C 0.07478 -0.15356 0.12723
C -0.08395 -1.40521 0.96216
S -1.49551 -2.46911 0.47968
H -0.88064 0.34999 0.29864
H 0.00138 -0.33074 -0.94755
H -0.12467 -1.32836 2.05114
H 0.76780 -2.08300 0.83845
H -0.36988 1.89885 -1.44306
H -1.64673 1.01679 -1.39060
O -1.28138 1.81473 -1.79175

# 4
14
Properties=species:S:1:pos:R:3 method="wB97M-V/def2-TZVPD" lumo_energy_ev="-3.18 / -10.02" relative_energy_ev=0.000 homo_energy_ha="-0.3713 / -0.6425" spin_multiplicity=3 charge=+1 largest_force_ev_per_a=5.63 orbital_gap_ev="6.9 / 7.5"
C -1.68266 -0.94202 -0.19962
C 0.83849 0.52095 -1.46454
C 0.53599 0.66484 1.66794
F 1.03826 -1.48697 0.33925
P 0.19714 -0.17018 0.16221
H -1.94181 -1.51730 0.62297
H -1.44878 -1.46552 -1.09378
H -2.36311 -0.09323 -0.44520
H 1.52381 1.36373 -1.34738
H 0.07093 0.86768 -2.07379
H 1.25360 -0.34517 -1.92848
H 1.55810 0.45227 1.92906
H -0.12464 0.36625 2.38588
H 0.54468 1.78465 1.44547

# 5
31
Properties=species:S:1:pos:R:3 method="wB97M-V/def2-TZVPD" lumo_energy_ev=-3.71 relative_energy_ev=1.978 homo_energy_ha=-0.4448 charge=+1 largest_force_ev_per_a=2.36 orbital_gap_ev=8.4
Cs -0.47822 3.46379 -3.96301
C 2.28622 -4.90908 -1.88582
C 2.96896 -5.21826 -3.19807
C 3.07314 -3.99244 -4.08954
S 1.39669 -3.29955 -3.89558
O 0.57215 -4.04352 -4.82522
O 1.32611 -1.86436 -3.92619
C 1.06529 -4.00225 -2.22856
H 2.96304 -4.32634 -1.26098
H 1.97867 -5.82226 -1.37631
H 2.42354 -5.96961 -3.76913
H 3.94254 -5.65919 -2.98398
H 3.28360 -4.12581 -5.15068
H 3.74892 -3.23298 -3.69628
H 0.05857 -4.41749 -2.27549
H 1.03172 -3.15757 -1.54045
C -2.76112 4.56896 4.27558
C -3.34710 3.46083 3.32267
C -2.06882 2.67259 2.85957
S -0.75785 3.99144 2.71064
O -0.54367 4.34121 1.29190
O 0.40294 3.69452 3.54956
C -1.74199 5.41553 3.53090
H -2.26161 4.15354 5.15081
H -3.50390 5.29810 4.59923
H -3.83535 3.88125 2.44350
H -4.06063 2.84528 3.87048
H -2.12766 2.09701 1.93580
H -1.72829 2.08420 3.71159
H -2.17504 5.96910 2.69776
H -1.13087 6.10336 4.11529